Computed, not measured: a structure of composition C30H38N3O6PtS2Si2, with ωB97M-V/def2-TZVPD.

```
82
C30H38N3O6PtS2Si2 ωB97M-V/def2-TZVPD
Pt 0.45 0.29 -0.33
C 2.12 -2.20 1.23
C 2.04 -1.00 2.11
C 2.66 -0.99 3.36
C 2.58 0.11 4.17
C 1.87 1.22 3.73
C 1.29 1.18 2.48
N 1.38 0.08 1.70
C 0.53 2.32 1.91
C 0.43 3.56 2.52
C -0.31 4.55 1.88
C -0.91 4.28 0.66
C -0.76 3.03 0.10
N -0.06 2.09 0.74
C -1.38 2.62 -1.19
C -2.02 3.54 -1.99
C -2.66 3.09 -3.14
C -2.67 1.74 -3.41
C -2.00 0.85 -2.56
C -2.06 -0.61 -2.84
N -1.34 1.31 -1.49
H 2.30 -3.09 1.83
H 2.92 -2.09 0.50
H 1.19 -2.34 0.67
H 3.20 -1.88 3.67
H 3.05 0.12 5.14
H 1.78 2.10 4.35
H 0.91 3.77 3.46
H -0.41 5.52 2.33
H -1.50 5.04 0.18
H -2.03 4.59 -1.74
H -3.16 3.79 -3.80
H -3.18 1.35 -4.28
H -2.91 -0.84 -3.47
H -2.14 -1.17 -1.91
H -1.16 -0.96 -3.35
O 1.56 1.97 -1.41
S 2.68 1.06 -1.85
O 3.94 1.68 -2.03
O 2.64 -0.03 -0.83
C 2.13 0.42 -3.41
C 2.30 1.33 -4.44
C 1.92 1.01 -5.74
C 1.38 -0.23 -6.00
C 1.20 -1.14 -4.97
C 1.57 -0.84 -3.67
S 1.23 -2.14 -2.47
O 0.41 -3.09 -3.15
O 2.47 -2.58 -1.90
O 0.32 -1.45 -1.44
H 2.75 2.30 -4.23
H 2.06 1.73 -6.53
H 1.09 -0.50 -7.01
H 0.77 -2.12 -5.17
C -3.24 1.08 1.63
Si -3.78 -0.66 1.17
C -4.66 -1.39 2.65
C -4.96 -0.58 -0.28
C -2.28 -1.67 0.68
Si -2.24 -3.49 0.23
C -0.57 -4.28 0.49
C -3.49 -4.39 1.29
C -2.71 -3.68 -1.57
H -4.01 1.56 2.25
H -3.10 1.71 0.74
H -2.31 1.08 2.21
H -5.41 -0.67 2.99
H -3.98 -1.58 3.49
H -5.18 -2.32 2.42
H -5.94 -0.22 0.05
H -5.11 -1.56 -0.75
H -4.60 0.11 -1.06
H -1.38 -1.06 0.56
H -0.22 -4.21 1.52
H 0.21 -3.92 -0.18
H -0.70 -5.35 0.27
H -3.39 -4.17 2.35
H -3.35 -5.47 1.16
H -4.52 -4.17 0.99
H -1.88 -3.43 -2.23
H -3.58 -3.08 -1.85
H -2.97 -4.73 -1.75
```

As for the lowest unoccupied orbital energy (alpha / beta): -3.836 / -5.505 eV. As for the net charge: +1. The multiplicity is 5. The relative energy (zero: lowest compared OMol25 entry of this formula, charge and spin) is 0.00 kJ/mol. Its HOMO energy (alpha / beta) is -10.83 / -12.22 eV. The total energy comes out at -3276.11230 a.u.